Density functional theory data (wB97M-V/def2-TZVPD) for a 2-piece molecular cluster, C3H8N3O overall in a non-equilibrium geometry.

Positions of all 15 atoms, in Å:
C  -0.64  1.48  0.21
C  1.49  -2.98  -1.99
C  0.31  -2.03  0.05
N  -0.64  -2.08  0.80
N  1.02  -2.37  -0.93
N  -0.66  1.21  1.61
O  -1.00  -1.88  2.03
H  0.23  2.05  -0.16
H  -0.82  0.55  -0.34
H  2.51  -3.22  -2.05
H  0.80  -3.30  -2.80
H  -1.39  2.23  0.02
H  -1.04  1.98  2.18
H  0.25  0.86  1.91
H  -2.04  -1.84  2.09

LUMO (eV): -6.21
HOMO (eV): -12.2615
Net charge: +1
Kohn-Sham gap (eV): 6.05

Formally, the natural (NBO) partial charges of the atoms, in units of the elementary charge, are as follows:
1 C -0.4173
2 C 0.1616
3 C 0.6073
4 N 0.0201
5 N -0.4006
6 N -0.8707
7 O -0.3895
8 H 0.1825
9 H 0.1558
10 H 0.2241
11 H 0.2320
12 H 0.2132
13 H 0.3848
14 H 0.3556
15 H 0.5411